(1)
52
Properties=species:S:1:pos:R:3 method="wB97M-V/def2-TZVPD" multiplicity=8 mol_weight_g_mol=882.95 homo_energy_ev="-1.386 / -2.052" total_charge=-2
Eu -0.08397 -0.45352 0.01571
O -2.04174 4.90390 4.96202
C -1.42405 3.83734 5.18745
O -1.26406 3.26415 6.29302
C -0.90219 3.09171 3.96246
C -0.47882 3.78050 2.82279
C -0.01297 3.06292 1.74213
N 0.01525 1.72799 1.68471
C -0.41961 1.05837 2.76639
C -0.84609 1.70684 3.92223
C -0.50346 -0.48066 2.66111
O 0.33533 -1.17978 3.21968
O -1.44426 -0.88642 1.88133
H -0.53347 4.85919 2.79584
H 0.36155 3.58729 0.86617
H -1.13385 1.13686 4.79423
Br 1.90752 -3.58594 -6.32370
C 1.25526 -3.32817 -4.55207
C 0.88603 -4.38502 -3.77130
Br 1.04376 -6.17487 -4.40432
C 0.36805 -4.14263 -2.47263
Br -0.15265 -5.58321 -1.34021
C 0.19424 -2.87115 -1.93731
O -0.35269 -2.64818 -0.79042
C 0.66658 -1.71521 -2.76394
O 0.61015 -0.53040 -2.28181
C 1.14143 -2.01675 -4.04480
Br 1.66876 -0.49039 -5.06625
N 3.11644 -2.72373 2.15228
C 3.93371 -1.61037 2.11348
C 3.39872 -0.80934 1.16139
N 2.27558 -1.39588 0.62552
C 2.11893 -2.53054 1.26107
H 3.15832 -3.48108 2.80483
H 4.78139 -1.50634 2.76436
H 3.75642 0.15144 0.83238
H 1.31183 -3.22941 1.09178
C 0.27207 2.60416 -2.13403
C -1.23296 2.54533 -2.03236
O -1.60925 1.37166 -1.33549
C -2.92985 0.93073 -1.60683
C -3.23375 -0.29722 -0.77620
H 0.57330 3.52950 -2.62793
H 0.65111 1.74517 -2.68764
H 0.72964 2.58910 -1.14050
H -1.68106 2.52988 -3.03482
H -1.63952 3.41898 -1.50432
H -3.01234 0.71928 -2.68234
H -3.63396 1.74173 -1.37158
H -2.57079 -1.13808 -1.01843
H -4.25504 -0.62464 -0.97247
H -3.13897 -0.07506 0.28934

(2)
52
Properties=species:S:1:pos:R:3 method="wB97M-V/def2-TZVPD" multiplicity=1 mol_weight_g_mol=567.43 homo_energy_ev=-8.376
Na -1.03053 -1.07720 0.44224
C 2.62590 -1.25627 3.18944
C 1.21767 -1.52772 2.75206
N 0.92038 -2.10715 1.65575
N 1.94303 -2.46095 0.83028
C 1.64946 -3.05719 -0.36912
N 2.69656 -3.02684 -1.24032
S 0.22575 -3.81197 -0.71620
C 0.05407 -1.07580 3.56788
C 0.12706 -0.92619 4.94673
C -1.00804 -0.51523 5.63096
C -2.16690 -0.25855 4.92196
C -2.14934 -0.43181 3.54297
N -1.06761 -0.83102 2.88657
H 3.22583 -2.16815 3.15202
H 2.67462 -0.84630 4.19302
H 3.07729 -0.52002 2.51681
H 2.79066 -1.91132 0.88240
H 3.33266 -2.24571 -1.19699
H 2.46316 -3.34298 -2.16687
H 1.03781 -1.14345 5.48660
H -0.98094 -0.39949 6.70674
H -3.06957 0.07221 5.41609
H -3.02087 -0.23988 2.92623
O 2.56248 1.96581 -1.11230
C 1.57064 1.34565 -0.43938
O 1.78586 0.39285 0.26740
C 0.24043 1.99101 -0.66038
C 0.14537 3.20645 -1.31870
C -1.11813 3.76480 -1.46984
C -2.20942 3.08627 -0.96871
C -2.02074 1.85395 -0.33928
N -0.81120 1.32229 -0.18536
C -3.26618 1.06531 0.14280
O -4.32583 1.69179 0.10680
O -3.05850 -0.13121 0.47547
H 3.38132 1.50901 -0.87427
H 1.03047 3.69716 -1.69420
H -1.23872 4.71542 -1.97317
H -3.22148 3.45704 -1.04511
Se -3.13936 -0.78868 -2.53009
N -2.73778 -0.12746 -4.11935
C -1.42054 -0.03360 -4.16493
C -0.67011 0.50255 -5.25183
C 0.67574 0.54469 -5.11464
C 1.28727 0.06169 -3.91070
N 0.66081 -0.44277 -2.89168
C -0.70604 -0.50098 -3.00245
N -1.46030 -0.96470 -2.02420
H -1.18299 0.85852 -6.13517
H 1.30950 0.94172 -5.89585
H 2.36931 0.12438 -3.82812

(3)
43
Properties=species:S:1:pos:R:3 method="wB97M-V/def2-TZVPD" multiplicity=1 mol_weight_g_mol=518.30 homo_energy_ev=-14.530 total_charge=+2
Ta -0.22255 0.01136 0.88506
C -2.24693 0.70098 2.94422
C -1.28429 -0.38936 3.22752
C 0.03929 0.20538 3.17689
C -0.07166 1.49131 2.63372
C -1.48738 1.78649 2.50330
H -3.35962 0.68250 3.05991
H -1.62443 -1.41166 3.47699
H 0.95711 -0.29439 3.44523
H 0.75719 2.17830 2.52161
H -1.90824 2.70636 2.14939
C -3.19406 -2.47141 -1.01130
C -1.95796 -2.28233 -0.18151
O -1.79330 -1.11158 0.37202
C -0.89917 -3.24549 -0.11764
C -0.97648 -4.46997 -0.84100
C 0.11173 -5.28692 -0.99142
C 1.32492 -5.00757 -0.33505
C 1.49440 -3.79207 0.31094
C 0.40400 -2.93261 0.51213
O 0.62080 -1.71033 1.13505
H -3.67399 -1.51692 -1.08413
H -3.88582 -3.20572 -0.66114
H -2.88417 -2.74408 -2.07101
H -1.93967 -4.71305 -1.30160
H -0.03536 -6.23906 -1.57661
H 1.99225 -5.88028 -0.20244
H 2.38387 -3.61591 0.86997
O 3.39089 2.03426 -1.19314
C 2.54620 3.01142 -1.51673
C 2.99774 4.15054 -2.22182
C 2.14817 5.18621 -2.46082
C 0.82449 5.22517 -1.98958
C 0.27373 4.07599 -1.47280
C 1.10302 2.95698 -1.21195
C 0.52066 1.78960 -0.70412
O 1.29365 1.01271 0.04337
O -0.74350 1.43735 -0.58322
H 2.91054 1.40969 -0.61793
H 4.07362 4.12468 -2.50460
H 2.50363 5.96173 -3.10384
H 0.24606 6.16483 -2.15133
H -0.72936 4.01685 -1.16063